#1
Entry from the OMol25 dataset: one molecule with the formula C4H2F2 (ωB97M-V/def2-TZVPD).

Properties
Kohn-Sham gap = 9.4 eV
Structure (SMILES) = C#C/C(F)=C\F
HOMO level = -0.3298 Eh
Net charge = 0

Atoms and positions in Å:
C1 -0.73913 0.30922 1.26303
C2 -0.59707 0.07624 -0.07288
C3 0.49922 -0.13140 -0.85236
C4 1.48274 -0.43508 -1.51788
H1 -1.63299 0.06716 1.90377
H2 2.50892 -0.50483 -1.98335
F1 0.26102 0.89816 1.84602
F2 -1.78271 -0.27947 -0.58635

Here are the natural (NBO) charges for atoms 1 to 2, given in e:
1. C 0.229
2. C 0.208


#2
Entry from the OMol25 dataset: one molecule with the formula C4H2F2 (ωB97M-V/def2-TZVPD).

Properties
Kohn-Sham gap = 10.0 eV
HOMO level = -0.3876 Eh
Net charge = 0

Atoms and positions in Å:
C1 -1.45954 2.47255 0.09401
C2 -1.19409 1.26893 0.12277
C3 -0.26646 0.06576 0.02037
C4 -1.70520 -0.25562 -0.07628
F1 -2.30427 -0.80464 1.08281
F2 -2.37045 -0.51193 -1.17815
H1 0.26080 0.34677 -0.85193
H2 0.33836 -0.02604 0.90390

Here are the natural (NBO) charges for atoms 1 to 2, given in e:
1. C 0.193
2. C -0.524


#3
Entry from the OMol25 dataset: a 2-piece molecular cluster, C4H2F2 overall (ωB97M-V/def2-TZVPD).

Properties
Kohn-Sham gap (spin up / spin down) = 8.5 / 8.5 eV
HOMO level (spin up / spin down) = -0.4180 / -0.4154 Eh
Net charge = 0

Atoms and positions in Å:
C1 1.45947 -1.31051 -2.09886
C2 0.64319 -1.27604 -1.15398
C3 0.05984 -0.33429 -0.00815
C4 -0.00482 -1.76610 0.04938
F1 -2.07783 -2.29227 -0.65437
F2 0.43586 -2.55074 0.98703
H1 0.87163 0.14056 0.44509
H2 -0.70821 0.25647 -0.63120

Here are the natural (NBO) charges for atoms 1 to 2, given in e:
1. C 0.336
2. C -0.532


Most favorable structure: #1. The second most favorable one is 2.185 eV above it.


#1
Entry from the OMol25 dataset: a 2-piece molecular cluster, C4H12N2 overall (ωB97M-V/def2-TZVPD).

Properties
Kohn-Sham gap (spin up / spin down) = 2.9 / 8.7 eV
HOMO level (spin up / spin down) = 0.0452 / -0.1754 Eh
2S+1 = 2
Net charge = -1

Atoms and positions in Å:
C1 1.27224 0.26054 2.64315
C2 1.88875 -0.50451 1.44186
N1 0.77638 -1.07747 0.73664
H1 0.82822 -0.47668 3.26101
H2 2.03773 0.75472 3.19598
H3 0.47730 0.96352 2.43885
H4 2.58121 0.05505 0.66323
H5 2.49176 -1.35496 1.78646
H6 0.27589 -0.37040 0.16810
H7 1.07558 -1.78611 0.06136
C3 -1.99535 0.83023 -1.18377
C4 -1.31594 -0.11172 -3.30425
N2 -1.90798 -0.12927 -2.18086
H8 -3.15083 0.97637 -0.97204
H9 -1.28027 1.72167 -1.11636
H10 -1.75738 0.42932 -0.07036
H11 -1.67777 -0.85762 -3.87102
H12 -0.61954 0.67733 -3.69799

Here are the natural (NBO) charges for atoms 1 to 2, given in e:
1. C -0.639
2. C -0.351


#2
Entry from the OMol25 dataset: an isolated ion of composition C4H12N2 and charge -1 (ωB97M-V/def2-TZVPD).

Properties
Kohn-Sham gap (spin up / spin down) = 2.7 / 8.6 eV
HOMO level (spin up / spin down) = 0.0482 / -0.1748 Eh
2S+1 = 2
Net charge = -1

Atoms and positions in Å:
C1 0.43229 -0.44767 1.77110
N1 1.47641 -0.97868 0.89842
C2 1.05759 -0.96306 -0.55430
C3 -0.30901 -0.40433 -0.89840
N2 -0.17018 1.04320 -1.24725
C4 -1.31480 1.74606 -0.80670
H1 -0.55142 -0.54730 1.28287
H2 0.69618 0.66774 2.09062
H3 0.48474 -0.96890 2.83131
H4 1.65173 -1.99978 1.19700
H5 1.81501 -0.40995 -1.14655
H6 1.12343 -2.09928 -0.90957
H7 -0.75445 -0.97577 -1.85384
H8 -1.12551 -0.55010 -0.18747
H9 0.61318 1.37293 -0.63457
H10 -1.21122 2.71272 -0.37612
H11 -2.07648 1.61731 -1.55594
H12 -1.83750 1.18486 0.09937

Here are the natural (NBO) charges for atoms 1 to 2, given in e:
1. C -0.727
2. N -0.704


Most favorable structure: #2. The second most favorable one is 0.065 eV above it.


#1
Entry from the OMol25 dataset: an isolated ion of composition C4H8NO2 and charge -1 (ωB97M-V/def2-TZVPD).

Properties
Kohn-Sham gap = 7.9 eV
Structure (SMILES) = CC[C@H](N)C(=O)[O-]
HOMO level = -0.1413 Eh
Net charge = -1

Atoms and positions in Å:
O1 -2.18051 1.02692 -1.63247
C1 -0.93050 0.97604 -1.26298
O2 0.01549 1.39970 -1.91747
C2 -0.69872 0.26171 0.10904
C3 0.68230 -0.19472 0.01618
C4 1.83939 -0.01287 0.99504
N1 -1.67407 -0.91094 0.31475
H1 -0.87568 0.88415 1.05230
H2 1.03386 0.07808 -1.02339
H3 0.52496 -1.29095 -0.10985
H4 2.17460 0.94327 1.30029
H5 1.49902 -0.62171 1.84645
H6 2.74826 -0.61006 0.72984
H7 -1.53988 -1.48631 -0.55353
H8 -2.61851 -0.44232 0.13580

Here are the natural (NBO) charges for atoms 1 to 2, given in e:
1. O -0.826
2. C 0.734


#2
Entry from the OMol25 dataset: an isolated ion of composition C4H8NO2 and charge -1 (ωB97M-V/def2-TZVPD).

Properties
Kohn-Sham gap = 6.2 eV
Structure (SMILES) = O=CNCCC[O-]
HOMO level = -0.0904 Eh
Net charge = -1

Atoms and positions in Å:
O1 -0.78233 -2.43129 -2.34454
C1 0.07094 -1.76908 -1.77082
N1 -0.20525 -0.77742 -0.91326
C2 0.80132 0.14781 -0.40560
C3 0.48040 0.39383 1.14807
C4 -0.92289 1.06781 1.32330
O2 -1.27672 1.10868 2.60882
H1 1.16968 -1.80551 -1.95547
H2 -1.15863 -0.48760 -0.77336
H3 1.84160 -0.13265 -0.57732
H4 0.64571 1.14606 -0.89585
H5 1.13010 1.25951 1.34905
H6 0.79129 -0.48684 1.68354
H7 -1.70148 0.65413 0.58243
H8 -0.88373 2.11254 0.94101

Here are the natural (NBO) charges for atoms 1 to 2, given in e:
1. O -0.660
2. C 0.528


Most favorable structure: #1. The second most favorable one is 1.161 eV above it.


#1
Entry from the OMol25 dataset: one molecule with the formula C6H13N (ωB97M-V/def2-TZVPD).

Properties
Kohn-Sham gap = 8.9 eV
Structure (SMILES) = CCC/C=C/NC
HOMO level = -0.2886 Eh
Net charge = 0

Atoms and positions in Å:
C1 0.41236 -2.54679 0.08821
C2 1.32401 -1.55413 -0.66053
C3 0.52651 -0.61261 -1.53742
C4 -0.23741 0.51642 -0.79556
C5 0.29059 0.90926 0.37393
N1 -0.42547 1.56728 1.37266
C6 -1.77187 1.97250 1.09015
H1 1.01887 -3.22655 0.67199
H2 -0.24083 -3.04320 -0.61808
H3 -0.27379 -2.02399 0.75922
H4 1.80589 -1.01522 0.14738
H5 2.07706 -2.14155 -1.18362
H6 1.15934 -0.13062 -2.27256
H7 -0.24703 -1.18074 -2.06057
H8 -1.28309 0.62182 -1.01881
H9 1.35898 0.93351 0.55203
H10 0.13162 2.27559 1.82186
H11 -1.95053 2.39309 0.10719
H12 -2.42209 1.14791 1.36747
H13 -1.98726 2.64831 1.91300

Here are the natural (NBO) charges for atoms 1 to 2, given in e:
1. C -0.603
2. C -0.392


#2
Entry from the OMol25 dataset: one molecule with the formula C6H13N (ωB97M-V/def2-TZVPD).

Properties
Kohn-Sham gap = 10.1 eV
Structure (SMILES) = CCCN1C[C@H]1C
HOMO level = -0.3270 Eh
Net charge = 0

Atoms and positions in Å:
C1 -0.23061 2.80077 -0.01474
C2 -0.57390 1.34548 -0.56635
C3 -1.29615 0.33067 0.35685
N1 -0.68893 -0.93787 -0.01002
C4 -0.66674 -2.17392 0.73825
C5 0.54134 -1.30114 0.64055
C6 1.71656 -1.55093 -0.26703
H1 0.08394 2.70442 1.03935
H2 -1.01682 3.55297 -0.05927
H3 0.66092 3.24986 -0.50164
H4 -0.99905 1.18770 -1.57887
H5 0.46270 1.09282 -0.59776
H6 -2.38376 0.25236 0.19715
H7 -1.14813 0.62937 1.40995
H8 -0.72467 -3.06584 0.11215
H9 -1.17302 -2.25717 1.70026
H10 0.76957 -0.75392 1.56271
H11 2.48471 -2.17402 0.20018
H12 1.36601 -2.02961 -1.18585
H13 2.17219 -0.59305 -0.54905

Here are the natural (NBO) charges for atoms 1 to 2, given in e:
1. C -0.610
2. C -0.406


Most favorable structure: #1. The second most favorable one is 0.474 eV above it.


#1
Entry from the OMol25 dataset: one molecule with the formula C6H13N (ωB97M-V/def2-TZVPD).

Properties
Kohn-Sham gap = 9.5 eV
Structure (SMILES) = C[C@H]1N(C)C1(C)C
HOMO level = -0.3117 Eh
Net charge = 0

Atoms and positions in Å:
C1 -1.31423 -1.57891 -1.21622
C2 -0.36236 -1.03012 -0.08025
N1 1.07200 -0.37620 -0.17666
C3 2.12703 -0.25947 0.87739
C4 -0.09996 0.42755 0.05323
C5 -0.33481 1.10545 1.38972
C6 -0.42561 1.19737 -1.20201
H1 -0.84040 -2.14117 -2.02559
H2 -2.06637 -2.25895 -0.78064
H3 -1.93242 -0.80803 -1.70922
H4 -0.48148 -1.64394 0.80290
H5 2.71343 0.65901 0.67175
H6 1.80560 -0.14007 1.92577
H7 2.85561 -1.07331 0.84956
H8 -1.38600 1.39624 1.46292
H9 -0.12292 0.43449 2.22838
H10 0.28057 2.00473 1.52038
H11 -0.35197 0.49416 -2.03469
H12 0.30374 1.98790 -1.39495
H13 -1.43947 1.60327 -1.16175

Here are the natural (NBO) charges for atoms 1 to 2, given in e:
1. C -0.637
2. C -0.063


#2
Entry from the OMol25 dataset: one molecule with the formula C6H13N (ωB97M-V/def2-TZVPD).

Properties
Kohn-Sham gap = 8.2 eV
Structure (SMILES) = C=C(CCC)NC
HOMO level = -0.2667 Eh
Net charge = 0

Atoms and positions in Å:
C1 -1.14522 -1.90078 -1.33367
C2 -0.40677 -1.79072 -0.00369
C3 -0.66292 -0.45023 0.86583
C4 -0.28943 0.85527 0.06968
C5 -0.96703 1.78539 -0.69980
C6 2.19135 0.57766 0.85380
N1 1.00597 1.28363 0.32961
H1 -2.23243 -2.02237 -1.07767
H2 -0.89144 -2.87077 -1.76960
H3 -0.96975 -1.06101 -2.05740
H4 0.66030 -1.93745 -0.06131
H5 -0.82903 -2.58013 0.64225
H6 -1.70468 -0.45192 1.07538
H7 -0.10041 -0.34458 1.85087
H8 -0.52021 2.73902 -0.87377
H9 -1.84965 1.69916 -1.43284
H10 2.04309 0.24939 1.85226
H11 2.47903 -0.32601 0.24449
H12 3.24463 1.25422 0.77089
H13 1.30882 2.20753 0.01633

Here are the natural (NBO) charges for atoms 1 to 2, given in e:
1. C -0.620
2. C -0.382


#3
Entry from the OMol25 dataset: one molecule with the formula C6H13N (ωB97M-V/def2-TZVPD).

Properties
Kohn-Sham gap = 9.5 eV
Structure (SMILES) = CCCC/C=C/N
HOMO level = -0.3066 Eh
Net charge = 0

Atoms and positions in Å:
C1 1.64790 -1.60616 1.27374
C2 0.14208 -1.27291 0.96884
C3 -0.11534 -1.30895 -0.54130
C4 0.41131 0.03878 -1.21863
N1 -1.64678 3.02473 -0.09410
C5 -1.11898 1.82262 -0.63884
C6 0.09904 1.31447 -0.46898
H1 2.32499 -0.87889 0.82388
H2 1.78856 -2.56311 0.78942
H3 1.76663 -1.55107 2.35231
H4 -0.26284 -0.37891 1.43662
H5 -0.40587 -2.15146 1.36578
H6 0.48753 -2.10801 -1.00703
H7 -1.16095 -1.50737 -0.79061
H8 -0.10194 -0.00781 -2.18900
H9 1.48490 -0.08922 -1.39011
H10 -2.39362 3.42802 -0.63664
H11 -1.87142 3.03247 0.88990
H12 -1.82348 1.37465 -1.31567
H13 0.74826 1.38815 0.39043

Here are the natural (NBO) charges for atoms 1 to 2, given in e:
1. C -0.610
2. C -0.403


Most favorable structure: #3. The second most favorable one is 0.657 eV above it.


#1
Entry from the OMol25 dataset: one molecule with the formula C6H13N (ωB97M-V/def2-TZVPD).

Properties
Kohn-Sham gap = 10.4 eV
Structure (SMILES) = C=CCCCCN
HOMO level = -0.3374 Eh
Net charge = 0

Atoms and positions in Å:
C1 2.34433 -0.52530 0.48143
C2 1.10703 -0.79515 -0.36966
C3 -0.00258 0.21790 -0.15156
C4 -1.40454 -0.32744 -0.41384
C5 -2.40788 0.24584 0.55094
C6 -3.54241 0.81097 0.17996
N1 3.19763 0.60319 0.06023
H1 2.08503 -0.25380 1.51563
H2 2.96097 -1.40530 0.66007
H3 0.80616 -1.82121 -0.14696
H4 1.46689 -0.83364 -1.39866
H5 0.00197 0.52163 0.90157
H6 0.09181 1.14859 -0.70451
H7 -1.34566 -1.41990 -0.29130
H8 -1.79835 -0.29939 -1.43607
H9 -2.12966 0.11800 1.58952
H10 -4.15212 1.37960 0.85449
H11 -3.91615 1.03886 -0.82016
H12 3.98081 0.36515 -0.53822
H13 2.65670 1.23141 -0.52290

Here are the natural (NBO) charges for atoms 1 to 2, given in e:
1. C -0.215
2. C -0.420


#2
Entry from the OMol25 dataset: one molecule with the formula C6H13N (ωB97M-V/def2-TZVPD).

Properties
Kohn-Sham gap = 10.0 eV
Structure (SMILES) = C=C(CC)CCN
HOMO level = -0.3281 Eh
Net charge = 0

Atoms and positions in Å:
C1 -1.54357 1.20729 0.68789
C2 -0.48484 0.64520 -0.24116
C3 0.04128 -0.75141 0.06573
C4 -0.21851 -1.35476 1.22027
C5 0.67638 -1.42704 -1.11199
C6 2.00937 -0.75928 -1.50218
N1 -0.98120 2.00665 1.78752
H1 -2.14415 0.38401 1.06652
H2 -2.21134 1.84789 0.09540
H3 -0.97582 0.54773 -1.20798
H4 0.37379 1.31722 -0.32027
H5 -0.56826 -0.69394 2.00680
H6 -0.00504 -2.39382 1.40175
H7 0.00379 -1.52476 -1.96000
H8 0.94273 -2.44436 -0.83272
H9 2.61457 -1.48746 -2.04620
H10 1.88185 0.10503 -2.15121
H11 2.52743 -0.40174 -0.61169
H12 -0.23205 2.59950 1.45708
H13 -1.70643 2.57804 2.19643

Here are the natural (NBO) charges for atoms 1 to 2, given in e:
1. C -0.214
2. C -0.452


Most favorable structure: #2. The second most favorable one is 0.387 eV above it.